# 1
{
  "formula": "C33H41N7O4SiV",
  "method": "ωB97M-V/def2-TZVPD",
  "elements": ["V", "O", "C", "C", "C", "C", "C", "C", "C", "O", "N", "N", "C", "C", "C", "C", "C", "C", "N", "H", "H", "H", "H", "H", "H", "H", "H", "H", "H", "C", "C", "C", "C", "C", "C", "N", "N", "Si", "C", "C", "C", "H", "H", "H", "H", "H", "H", "H", "H", "H", "H", "H", "H", "H", "H", "H", "C", "C", "C", "C", "N", "C", "C", "H", "H", "H", "H", "H", "H", "H", "O", "C", "O", "C", "N", "C", "C", "C", "H", "H", "H", "H", "H", "H", "H", "H", "H"],
  "xyz": [[-0.2931, 0.5910, -0.1156], [-2.1039, -3.4129, 3.1855], [-1.0404, -2.9048, 3.8801], [-0.5861, -3.5647, 5.0179], [0.5532, -3.1365, 5.6739], [1.2678, -2.0493, 5.1873], [0.8119, -1.3923, 4.0616], [-0.3529, -1.7848, 3.3934], [-0.7581, -0.9679, 2.2101], [0.1115, -0.1488, 1.7610], [-1.9661, -1.1261, 1.7016], [-2.0873, -0.2296, 0.6745], [-3.2163, -0.0264, 0.1316], [-3.2384, 1.1090, -0.7985], [-4.3886, 1.5851, -1.4032], [-4.2994, 2.7403, -2.1688], [-3.0757, 3.3758, -2.2943], [-1.9692, 2.8239, -1.6657], [-2.0459, 1.7151, -0.9412], [-2.5328, -4.0831, 3.7305], [-1.1288, -4.4322, 5.3780], [0.8874, -3.6623, 6.5586], [2.1638, -1.7122, 5.6894], [1.3428, -0.5361, 3.6689], [-4.1085, -0.5789, 0.4078], [-5.3312, 1.0742, -1.2638], [-5.1805, 3.1427, -2.6504], [-2.9685, 4.2844, -2.8693], [-0.9851, 3.2727, -1.7265], [3.0814, -1.0237, -0.9857], [3.0226, 0.4107, -0.5637], [4.1348, 1.2291, -0.5477], [3.9832, 2.5675, -0.1677], [2.7523, 3.0651, 0.1902], [1.6532, 2.1851, 0.1629], [1.8237, 0.8920, -0.2124], [0.3546, 2.4366, 0.4274], [-0.2604, 3.6368, 1.5292], [0.8473, 3.7590, 3.0338], [-1.9658, 3.0821, 2.0656], [-0.3765, 5.3114, 0.6845], [4.1073, -1.3879, -0.9921], [2.6521, -1.1526, -1.9818], [2.4828, -1.6241, -0.3021], [5.1019, 0.8325, -0.8210], [4.8466, 3.2213, -0.1586], [2.6167, 4.0990, 0.4745], [1.0070, 2.7699, 3.4699], [0.3824, 4.3900, 3.7949], [1.8257, 4.1853, 2.8069], [-1.9475, 2.0484, 2.4210], [-2.6970, 3.1546, 1.2581], [-2.3252, 3.7053, 2.8876], [0.5350, 5.5379, 0.1265], [-0.5268, 6.1163, 1.4075], [-1.2126, 5.3474, -0.0187], [0.1113, 0.6606, -6.6526], [0.0569, 0.6363, -5.1560], [-0.9112, -0.0870, -4.4705], [-0.9173, -0.0814, -3.0914], [-0.0383, 0.5992, -2.3538], [0.8866, 1.3112, -3.0072], [0.9695, 1.3501, -4.3849], [-0.3671, -0.2189, -7.0799], [1.1414, 0.7016, -7.0040], [-0.4032, 1.5427, -7.0389], [-1.6480, -0.6742, -5.0022], [-1.6531, -0.6569, -2.5431], [1.5898, 1.8697, -2.4042], [1.7501, 1.9386, -4.8492], [0.4592, -2.4303, -2.4907], [0.0967, -2.4739, -1.3271], [-0.1846, -1.5314, -0.5161], [-0.0729, -3.8906, -0.7205], [-0.3435, -3.7363, 0.7562], [0.6918, -4.5201, 1.5113], [1.8652, -4.5468, 0.5483], [1.1886, -4.7500, -0.8069], [-0.9370, -4.3577, -1.1890], [-1.2939, -3.9679, 1.0416], [-0.2682, -2.7174, 0.9069], [0.2855, -5.5190, 1.6682], [0.8765, -4.0457, 2.4720], [2.5712, -5.3353, 0.7998], [2.3992, -3.5948, 0.5846], [0.9283, -5.7999, -0.9470], [1.7896, -4.4348, -1.6567]],
  "lowdin_charge": [0.998, 0.040, -0.280, -0.024, -0.064, -0.067, -0.007, -0.088, -0.455, -0.110, 0.107, -0.079, -0.030, -0.250, 0.006, -0.030, -0.021, -0.112, 0.023, 0.117, 0.120, 0.113, 0.109, 0.120, 0.141, 0.122, 0.118, 0.116, 0.115, -0.002, -0.310, -0.036, -0.049, -0.016, -0.433, 0.038, -0.126, 0.408, -0.158, -0.153, -0.165, 0.089, 0.086, 0.059, 0.109, 0.113, 0.101, 0.032, 0.036, 0.025, 0.025, 0.020, 0.040, 0.024, 0.035, 0.017, -0.032, -0.244, 0.005, -0.129, 0.003, -0.091, 0.005, 0.084, 0.087, 0.094, 0.124, 0.118, 0.113, 0.122, 0.066, -0.595, -0.118, -0.132, 0.106, -0.087, -0.132, -0.105, 0.164, 0.162, 0.114, 0.140, 0.118, 0.126, 0.108, 0.124, 0.125],
  "multiplicity": 3,
  "charge": 1,
  "orbital_gap_ev": [6.91, 6.82],
  "lumo_ev": [-2.87, -3.14]
}



# 2
{
  "formula": "C21H24N4O5",
  "method": "ωB97M-V/def2-TZVPD",
  "elements": ["C", "C", "C", "O", "N", "C", "C", "N", "C", "C", "C", "C", "N", "O", "O", "C", "C", "C", "C", "N", "C", "O", "C", "C", "C", "C", "C", "C", "C", "O", "H", "H", "H", "H", "H", "H", "H", "H", "H", "H", "H", "H", "H", "H", "H", "H", "H", "H", "H", "H", "H", "H", "H", "H"],
  "xyz": [[3.2435, 2.2619, -0.4559], [2.0488, 1.3179, -0.5581], [2.0569, 0.3175, 0.6070], [1.3779, 0.5118, 1.5937], [2.9018, -0.7432, 0.4989], [3.3242, -1.3106, -0.7629], [2.1530, -2.1531, -1.3344], [1.3483, -2.6493, -0.2352], [0.0279, -2.2953, -0.1052], [-0.5710, -2.0983, 1.1506], [-1.9083, -1.8035, 1.2566], [-2.6947, -1.7068, 0.1116], [-4.0848, -1.4336, 0.2250], [-4.5654, -1.3548, 1.3413], [-4.7272, -1.3005, -0.8023], [-2.1195, -1.8975, -1.1438], [-0.7827, -2.1872, -1.2493], [2.1531, -3.0206, 0.9048], [2.8187, -1.7698, 1.5246], [0.7769, 2.0118, -0.5148], [-0.2746, 1.5473, -1.2759], [-0.1979, 0.6069, -2.0284], [-1.4472, 2.4695, -1.0238], [-2.8217, 1.8247, -1.2258], [-3.5865, 1.6075, 0.0401], [-3.0639, 1.7098, 1.2493], [-1.6322, 2.0768, 1.4769], [-1.1234, 3.0163, 0.3685], [0.3896, 2.9659, 0.4209], [1.1261, 3.5992, 1.1235], [3.2114, 2.7991, 0.4876], [3.2180, 2.9835, -1.2693], [4.1693, 1.6946, -0.5122], [2.0457, 0.7966, -1.5208], [3.6324, -0.5430, -1.4691], [4.1933, -1.9414, -0.5579], [2.5466, -2.9876, -1.9272], [1.5303, -1.5261, -1.9727], [0.0159, -2.1416, 2.0524], [-2.3641, -1.6329, 2.2196], [-2.7429, -1.8337, -2.0222], [-0.3635, -2.3580, -2.2270], [2.9191, -3.7140, 0.5417], [1.5449, -3.5515, 1.6354], [2.2291, -1.3596, 2.3452], [3.8246, -2.0003, 1.8870], [-1.3301, 3.2825, -1.7520], [-3.4288, 2.4384, -1.8954], [-2.6808, 0.8607, -1.7268], [-4.6246, 1.3418, -0.0944], [-3.6617, 1.5134, 2.1262], [-1.5066, 2.5651, 2.4439], [-1.0184, 1.1688, 1.4940], [-1.5047, 4.0242, 0.5362]],
  "lowdin_charge": [-0.006, -0.207, -0.382, 0.095, -0.042, -0.111, -0.111, -0.087, -0.206, -0.003, 0.012, -0.180, -0.372, 0.065, 0.060, 0.002, -0.015, -0.122, -0.103, 0.088, -0.356, 0.114, -0.145, -0.111, -0.106, -0.087, -0.113, -0.148, -0.383, 0.131, 0.081, 0.093, 0.081, 0.134, 0.118, 0.127, 0.127, 0.104, 0.105, 0.124, 0.124, 0.115, 0.125, 0.122, 0.114, 0.126, 0.166, 0.120, 0.108, 0.104, 0.107, 0.129, 0.111, 0.163],
  "smiles": "C[C@@H](C(=O)N1CCN(c2ccc([N+](=O)[O-])cc2)CC1)N1C(=O)[C@H]2CC=CC[C@H]2C1=O",
  "de_lowest_kcal_mol": 70.92,
  "orbital_gap_ev": 8.18,
  "lumo_ev": -0.08
}



# 3
{
  "formula": "C21H28N2O3",
  "method": "ωB97M-V/def2-TZVPD",
  "elements": ["C", "C", "N", "O", "C", "C", "C", "C", "C", "C", "O", "N", "C", "C", "C", "C", "C", "O", "C", "C", "C", "C", "C", "C", "C", "C", "H", "H", "H", "H", "H", "H", "H", "H", "H", "H", "H", "H", "H", "H", "H", "H", "H", "H", "H", "H", "H", "H", "H", "H", "H", "H", "H", "H"],
  "xyz": [[1.1615, 2.3869, 2.5447], [1.2932, 2.3192, 1.0674], [0.4666, 2.9484, 0.2746], [0.8584, 2.7054, -1.0007], [1.9459, 1.9143, -0.9910], [2.5672, 1.5474, -2.2868], [2.2784, 1.6253, 0.3069], [3.3750, 0.7511, 0.8106], [2.8892, -0.6914, 1.0489], [2.4428, -1.2860, -0.2781], [3.2825, -1.7287, -1.0463], [1.1332, -1.2621, -0.6097], [0.7321, -1.7329, -1.9233], [-0.2725, -2.8735, -1.8008], [-1.4651, -2.4375, -0.9516], [-1.0347, -1.8636, 0.4044], [-0.4487, -2.9868, 1.2900], [-0.0899, -2.5609, 2.5836], [-2.2478, -1.2660, 1.1561], [-2.8611, -0.0713, 0.4842], [-2.3985, 1.2123, 0.7521], [-2.9269, 2.3103, 0.0979], [-3.9437, 2.1420, -0.8263], [-4.4351, 0.8729, -1.0802], [-3.8972, -0.2241, -0.4302], [0.0156, -0.7650, 0.1556], [0.3476, 3.0573, 2.8044], [0.9594, 1.4016, 2.9636], [2.0862, 2.7566, 2.9855], [2.9863, 0.5460, -2.2378], [1.8222, 1.5977, -3.0766], [3.3692, 2.2457, -2.5276], [3.7640, 1.1535, 1.7487], [4.1855, 0.7264, 0.0806], [3.7347, -1.2884, 1.3953], [2.1187, -0.7024, 1.8174], [1.6309, -2.0580, -2.4492], [0.2767, -0.8961, -2.4669], [0.2155, -3.7433, -1.3597], [-0.6148, -3.1560, -2.7974], [-2.1397, -3.2822, -0.7977], [-2.0124, -1.6617, -1.4915], [-1.2141, -3.7537, 1.4373], [0.4112, -3.4487, 0.7928], [0.7705, -2.1324, 2.5441], [-2.9971, -2.0542, 1.2550], [-1.9151, -0.9947, 2.1603], [-1.6146, 1.3606, 1.4796], [-2.5331, 3.2927, 0.3073], [-4.3574, 2.9966, -1.3409], [-5.2397, 0.7351, -1.7883], [-4.2931, -1.2103, -0.6289], [0.3387, -0.3437, 1.1044], [-0.4590, 0.0416, -0.4168]],
  "lowdin_charge": [-0.013, -0.316, 0.106, 0.014, -0.262, 0.021, -0.147, -0.105, -0.077, -0.468, 0.042, -0.022, -0.130, -0.148, -0.130, -0.390, -0.197, -0.040, -0.085, -0.232, -0.055, -0.078, -0.091, -0.084, -0.055, -0.089, 0.084, 0.077, 0.085, 0.075, 0.091, 0.093, 0.119, 0.126, 0.127, 0.087, 0.123, 0.134, 0.112, 0.116, 0.126, 0.115, 0.134, 0.124, 0.068, 0.130, 0.124, 0.101, 0.100, 0.099, 0.101, 0.113, 0.112, 0.135],
  "smiles": "Cc1noc(C)c1CCC(=O)N1CCC[C@](CO)(Cc2ccccc2)C1",
  "de_lowest_kcal_mol": 56.75,
  "orbital_gap_ev": 9.51,
  "lumo_ev": 0.61
}



# 4
{
  "formula": "C4H5IN2",
  "method": "ωB97M-V/def2-TZVPD",
  "elements": ["C", "C", "C", "C", "N", "N", "I", "H", "H", "H", "H", "H"],
  "xyz": [[1.4731, -2.1391, -0.4083], [0.7073, 0.8496, -2.2041], [-0.1968, -0.9254, 1.5835], [1.4069, -0.7759, -0.7031], [1.7274, -3.2856, -0.3634], [0.6469, -0.2742, -1.6254], [3.0464, 0.3087, 0.1779], [-0.1307, 1.1852, -2.9012], [1.5882, 1.7089, -2.2021], [-0.1163, -1.8918, 1.5874], [0.4455, -0.3703, 2.2164], [-1.0601, -0.3261, 1.2242]],
  "lowdin_charge": [-0.350, -0.071, 0.113, -0.772, 0.175, -0.058, 0.821, 0.086, 0.104, -0.071, -0.016, 0.038],
  "de_lowest_kcal_mol": 115.16,
  "orbital_gap_ev": [8.41, 7.15],
  "lumo_ev": [-0.33, -1.86]
}



# 5
{
  "formula": "C4H12NOS",
  "method": "ωB97M-V/def2-TZVPD",
  "elements": ["C", "N", "C", "C", "S", "C", "H", "H", "H", "H", "H", "H", "H", "H", "H", "H", "H", "H", "O"],
  "xyz": [[1.6502, -0.7905, 0.5599], [0.8050, -1.2704, -0.4874], [-0.2770, -0.1961, -0.7744], [-1.2583, 0.0524, 0.3260], [-2.7307, 1.0490, 0.0536], [2.9581, -1.5335, 0.4184], [1.3756, -1.0061, 1.6778], [1.7601, 0.3113, 0.4422], [0.4173, -2.2220, -0.2686], [0.1684, 0.6714, -1.1418], [-0.8291, -0.7136, -1.5002], [-1.6888, -0.9503, 0.5623], [-0.7335, 0.2428, 1.3263], [2.7172, -2.5035, 0.8934], [3.7361, -0.9558, 0.9633], [3.2742, -1.6593, -0.5999], [-3.2251, 4.3404, -0.8344], [-3.9766, 3.1495, -0.5788], [-4.1432, 3.9841, -1.0378]],
  "lowdin_charge": [-0.381, -0.072, -0.278, -0.670, 0.704, -0.122, 0.132, 0.119, 0.133, 0.090, 0.085, 0.077, 0.092, 0.077, 0.080, 0.061, 0.064, -0.081, -0.109],
  "multiplicity": 2,
  "de_lowest_kcal_mol": 31.61,
  "orbital_gap_ev": [9.94, 6.67],
  "lumo_ev": [0.79, -2.37]
}



# 6
{
  "formula": "C3H4N3O2",
  "method": "ωB97M-V/def2-TZVPD",
  "elements": ["N", "C", "N", "C", "O", "N", "C", "O", "H", "H", "H", "H"],
  "xyz": [[-1.5901, -1.0865, -1.0022], [-0.7303, -0.1942, -0.3761], [0.2248, -0.6603, 0.8888], [1.1066, 0.3364, 1.0464], [1.8721, 0.3393, 2.0266], [1.0521, 1.2618, 0.0945], [-0.0764, 0.8836, -0.8792], [-0.1605, 1.5432, -1.9215], [-1.1270, -1.8425, -1.4963], [-2.0656, -1.5866, -0.2264], [0.1176, -1.1875, 1.7807], [1.3767, 2.1933, 0.0646]],
  "lowdin_charge": [0.015, -0.275, 0.106, -0.711, -0.079, 0.166, -0.498, -0.088, 0.052, 0.068, 0.127, 0.117],
  "smiles": "Nc1[nH]c(=O)[nH]c1[O-]",
  "charge": -1,
  "de_lowest_kcal_mol": 7.56,
  "orbital_gap_ev": 6.67,
  "lumo_ev": 4.14
}